1.
The following is a quantum chemistry calculation of 7 unconnected molecules or ions with the total composition C48H54F48I2NO11P2, from OMol25.

net charge	-1
spin multiplicity	1
F_max	3.701	eV Å⁻¹
highest occupied orbital energy	-5.678	eV
Kohn-Sham gap	6.982	eV

Last columns: bonded neighbours and bond lengths (Å).
Geometry (Å):
1 C 5.0162 4.8688 -0.0040  C2 1.215, H29 1.108
2 C 4.8393 3.6754 0.1385  C1 1.215, P3 1.943
3 P 4.6195 1.7480 0.2448  C2 1.943, C4 1.958, C7 1.882, O17 1.807, C20 1.918, P25 2.258
4 C 5.6509 1.7124 -1.4189  P3 1.958, C5 1.594, H30 1.130, H31 1.123
5 C 7.0587 0.9839 -1.2468  C4 1.594, C6 1.372, H32 1.125
6 C 8.1821 1.6004 -1.7358  C5 1.372, H33 1.121, H34 1.129
7 C 4.3101 -0.1072 0.1725  P3 1.882, C8 1.561, H35 1.140, H36 1.138
8 C 3.0460 -0.7529 0.8231  C7 1.561, C9 1.612, H37 1.141, H38 1.118
9 C 2.3408 -1.8280 -0.1489  C8 1.612, C10 1.574, H39 1.124, H40 1.138
10 C 0.8551 -1.4641 -0.5199  C9 1.574, C11 1.610, H41 1.127, H42 1.143
11 C -0.2021 -1.7415 0.6619  C10 1.610, C12 1.585, H43 1.135, H44 1.124
12 C -1.3030 -0.6048 0.5702  C11 1.585, C13 1.586, H45 1.140, H46 1.135
13 C -2.6442 -0.9256 1.3529  C12 1.586, C14 1.608, H47 1.125, H48 1.125
14 C -3.6576 0.2748 1.0108  C13 1.608, O15 1.440, H49 1.124, H50 1.125
15 O -3.6053 1.2481 2.0712  C14 1.440, C16 1.438
16 C -3.4007 2.5779 1.5638  O15 1.438, H51 1.123, H52 1.138, H53 1.133
17 O 6.2490 1.5674 1.0043  P3 1.807, C18 1.332
18 C 6.6402 2.6205 1.7193  O17 1.332, N19 1.153
19 N 6.9133 3.4068 2.5171  C18 1.153
20 C 3.7765 2.0857 1.9341  P3 1.918, I21 2.219, C22 1.387
21 I 2.4543 3.8401 2.2435  C20 2.219, I24 3.446
22 C 3.9565 1.3799 3.1143  C20 1.387, C23 1.539, I24 2.208
23 C 4.9141 0.1874 3.2902  C22 1.539, H54 1.139, H55 1.106, H56 1.140
24 I 2.9583 1.8660 5.0231  I21 3.446, C22 2.208
25 P 2.7243 2.0777 -0.9368  P3 2.258, O26 1.497, O27 1.692, O28 1.721
26 O 1.4581 1.7990 -0.1876  P25 1.497
27 O 2.5917 3.6344 -1.5868  P25 1.692, H57 0.980
28 O 2.6079 1.0481 -2.3111  P25 1.721, H58 0.976
29 H 5.0060 5.9730 -0.0907  C1 1.108
30 H 5.8645 2.7613 -1.7809  C4 1.130
31 H 5.1510 1.1371 -2.2444  C4 1.123
32 H 7.1525 -0.0434 -0.7970  C5 1.125
33 H 9.2310 1.3039 -1.4743  C6 1.121
34 H 8.0115 2.4026 -2.5112  C6 1.129
35 H 4.2810 -0.3713 -0.9358  C7 1.140
36 H 5.2289 -0.6876 0.5106  C7 1.138
37 H 3.4208 -1.4113 1.6758  C8 1.141
38 H 2.2822 -0.0972 1.3091  C8 1.118
39 H 2.9075 -1.9893 -1.1066  C9 1.124
40 H 2.3081 -2.8431 0.3646  C9 1.138
41 H 0.7132 -0.4396 -0.9667  C10 1.127
42 H 0.5485 -2.1924 -1.3455  C10 1.143
43 H -0.6391 -2.7730 0.4788  C11 1.135
44 H 0.3693 -1.7243 1.6298  C11 1.124
45 H -1.5826 -0.5218 -0.5321  C12 1.140
46 H -0.8638 0.4043 0.8477  C12 1.135
47 H -3.0648 -1.9073 0.9979  C13 1.125
48 H -2.3977 -0.9260 2.4507  C13 1.125
49 H -3.2828 0.7291 0.0536  C14 1.124
50 H -4.6788 -0.1652 0.8425  C14 1.125
51 H -3.8062 2.7545 0.5316  C16 1.123
52 H -3.9592 3.2954 2.2474  C16 1.138
53 H -2.3037 2.8432 1.6675  C16 1.133
54 H 4.3094 -0.7039 3.6602  C23 1.139
55 H 5.5583 -0.1690 2.4652  C23 1.106
56 H 5.6021 0.4239 4.1673  C23 1.140
57 H 2.7573 3.5697 -2.5509  O27 0.980
58 H 3.0016 1.4815 -3.0918  O28 0.976
59 C -9.0823 -0.8487 4.9092  C60 1.542, O66 1.427, H73 1.091, H74 1.092
60 C -9.7866 -0.3213 3.6433  C59 1.542, C61 1.528, F64 1.352, F65 1.366
61 C -9.9792 -1.3332 2.5153  C60 1.528, F62 1.349, F63 1.358, H75 1.094
62 F -8.8085 -1.8017 2.0368  C61 1.349
63 F -10.6146 -0.7509 1.4653  C61 1.358
64 F -9.1353 0.7779 3.2003  C60 1.352
65 F -11.0253 0.1055 4.0289  C60 1.366
66 O -7.6890 -0.5639 5.0299  C59 1.427, C67 1.401
67 C -6.7920 -1.4429 4.4098  O66 1.401, C68 1.530, F71 1.349, F72 1.355
68 C -5.9721 -0.7621 3.3119  C67 1.530, F69 1.352, F70 1.354, H76 1.093
69 F -6.7676 -0.2667 2.3380  C68 1.352
70 F -5.1343 -1.6491 2.7242  C68 1.354
71 F -7.4485 -2.5364 3.9713  C67 1.349
72 F -5.9571 -1.8737 5.3862  C67 1.355
73 H -9.5339 -0.3169 5.7475  C59 1.091
74 H -9.3007 -1.9013 5.1017  C59 1.092
75 H -10.5875 -2.1818 2.8413  C61 1.094
76 H -5.3798 0.0619 3.7173  C68 1.093
77 C -5.9311 -2.6000 8.9119  C78 1.541, O84 1.429, H91 1.092, H92 1.092
78 C -5.7142 -3.2653 10.2850  C77 1.541, C79 1.527, F82 1.354, F83 1.364
79 C -6.5743 -4.4941 10.5741  C78 1.527, F80 1.348, F81 1.358, H93 1.094
80 F -7.8920 -4.2089 10.5790  C79 1.348
81 F -6.2840 -4.9892 11.8049  C79 1.358
82 F -5.8587 -2.3335 11.2561  C78 1.354
83 F -4.4084 -3.6580 10.3320  C78 1.364
84 O -6.7759 -1.4485 8.8815  C77 1.429, C85 1.399
85 C -8.1544 -1.6581 8.7690  O84 1.399, C86 1.530, F89 1.347, F90 1.354
86 C -8.9257 -1.1440 9.9866  C85 1.530, F87 1.349, F88 1.356, H94 1.092
87 F -8.5301 -1.7642 11.1177  C86 1.349
88 F -10.2525 -1.3852 9.8466  C86 1.356
89 F -8.4003 -2.9554 8.5030  C85 1.347
90 F -8.5463 -0.9703 7.6699  C85 1.354
91 H -4.9547 -2.2176 8.6065  C77 1.092
92 H -6.1992 -3.3216 8.1374  C77 1.092
93 H -6.3897 -5.2877 9.8445  C79 1.094
94 H -8.7766 -0.0698 10.1169  C86 1.092
95 C 10.3384 4.1422 2.9071  C96 1.544, O102 1.433, H109 1.093, H110 1.092
96 C 10.6833 2.7020 3.3453  C95 1.544, C97 1.528, F100 1.356, F101 1.360
97 C 11.3550 2.5706 4.7110  C96 1.528, F98 1.349, F99 1.360, H111 1.093
98 F 12.5465 3.2018 4.7634  C97 1.349
99 F 11.6027 1.2628 4.9888  C97 1.360
100 F 11.4250 2.1085 2.3778  C96 1.356
101 F 9.5142 2.0084 3.3949  C96 1.360
102 O 11.2607 4.7710 2.0077  C95 1.433, C103 1.398
103 C 12.3704 5.4171 2.5595  O102 1.398, C104 1.531, F107 1.347, F108 1.355
104 C 13.6912 4.7784 2.1228  C103 1.531, F105 1.349, F106 1.357, H112 1.092
105 F 13.7651 3.4862 2.5039  C104 1.349
106 F 14.7434 5.4186 2.6929  C104 1.357
107 F 12.2449 5.4912 3.8981  C103 1.347
108 F 12.3252 6.6936 2.1065  C103 1.355
109 H 9.4129 4.0719 2.3298  C95 1.093
110 H 10.0851 4.7868 3.7507  C95 1.092
111 H 10.7152 2.9634 5.5059  C97 1.093
112 H 13.8029 4.8198 1.0371  C104 1.092
113 C -9.7644 -2.7943 -1.3891  C114 1.541, O120 1.429, H127 1.092, H128 1.092
114 C -10.7567 -3.9439 -1.1271  C113 1.541, C115 1.528, F118 1.353, F119 1.367
115 C -10.1382 -5.2813 -0.7242  C114 1.528, F116 1.347, F117 1.359, H129 1.094
116 F -9.3366 -5.7858 -1.6814  C115 1.347
117 F -11.1141 -6.2039 -0.5148  C115 1.359
118 F -11.5617 -4.0885 -2.2054  C114 1.353
119 F -11.5678 -3.5404 -0.1037  C114 1.367
120 O -9.4339 -2.5325 -2.7542  C113 1.429, C121 1.401
121 C -8.4002 -3.2857 -3.3271  O120 1.401, C122 1.531, F125 1.346, F126 1.352
122 C -8.8875 -4.1497 -4.4929  C121 1.531, F123 1.351, F124 1.354, H130 1.092
123 F -9.8346 -5.0266 -4.0947  C122 1.351
124 F -7.8668 -4.8773 -5.0060  C122 1.354
125 F -7.7692 -4.0001 -2.3765  C121 1.346
126 F -7.4965 -2.3914 -3.7868  C121 1.352
127 H -10.2670 -1.8819 -1.0603  C113 1.092
128 H -8.8748 -2.8602 -0.7591  C113 1.092
129 H -9.5635 -5.1892 0.2020  C115 1.094
130 H -9.3097 -3.5298 -5.2870  C122 1.092
131 C 0.5838 0.2117 -4.8171  C132 1.541, O138 1.430, H145 1.092, H146 1.092
132 C -0.7240 0.3663 -5.6174  C131 1.541, C133 1.527, F136 1.356, F137 1.365
133 C -1.6205 -0.8690 -5.6766  C132 1.527, F134 1.348, F135 1.360, H147 1.094
134 F -1.0182 -1.9131 -6.2792  C133 1.348
135 F -2.7397 -0.6012 -6.4010  C133 1.360
136 F -0.4314 0.8128 -6.8634  C132 1.356
137 F -1.4379 1.3640 -5.0193  C132 1.365
138 O 1.7699 -0.0494 -5.5719  C131 1.430, C139 1.401
139 C 2.0517 -1.3817 -5.9002  O138 1.401, C140 1.530, F143 1.346, F144 1.352
140 C 2.0526 -1.6182 -7.4120  C139 1.530, F141 1.351, F142 1.356, H148 1.093
141 F 0.8533 -1.3270 -7.9613  C140 1.351
142 F 2.3066 -2.9196 -7.6961  C140 1.356
143 F 1.2124 -2.2045 -5.2437  C139 1.346
144 F 3.2867 -1.6354 -5.4113  C139 1.352
145 H 0.7728 1.1841 -4.3580  C131 1.092
146 H 0.4789 -0.4736 -3.9734  C131 1.092
147 H -1.9376 -1.1765 -4.6762  C133 1.094
148 H 2.8087 -1.0017 -7.9040  C140 1.093
149 C 5.7828 3.1009 -10.3142  C150 1.541, O156 1.427, H163 1.092, H164 1.092
150 C 4.7219 2.4825 -11.2449  C149 1.541, C151 1.527, F154 1.353, F155 1.366
151 C 3.3660 2.2081 -10.5985  C150 1.527, F152 1.349, F153 1.357, H165 1.094
152 F 3.4669 1.3209 -9.5876  C151 1.349
153 F 2.5092 1.6708 -11.5036  C151 1.357
154 F 5.2251 1.3621 -11.8123  C150 1.353
155 F 4.5254 3.3647 -12.2689  C150 1.366
156 O 6.7297 2.1956 -9.7476  C149 1.427, C157 1.404
157 C 6.3406 1.5405 -8.5687  O156 1.404, C158 1.531, F161 1.345, F162 1.351
158 C 6.2533 0.0227 -8.7514  C157 1.531, F159 1.351, F160 1.352, H166 1.092
159 F 5.3553 -0.3134 -9.7028  C158 1.351
160 F 5.8473 -0.5714 -7.6070  C158 1.352
161 F 5.1981 2.0760 -8.1023  C157 1.345
162 F 7.2886 1.8243 -7.6487  C157 1.351
163 H 6.3856 3.7635 -10.9395  C149 1.092
164 H 5.3444 3.7577 -9.5604  C149 1.092
165 H 2.9107 3.1270 -10.2187  C151 1.094
166 H 7.2218 -0.3919 -9.0399  C158 1.092

Atom charges from the Löwdin analysis, given in e for atoms 1 to 6: atom 1 (C): -0.0019, atom 2 (C): -0.3679, atom 3 (P): 0.5417, atom 4 (C): -0.2734, atom 5 (C): -0.2115, atom 6 (C): -0.0494


2.
The following is a quantum chemistry calculation of a single C25H30N2O5 molecule, from OMol25.

net charge	0
spin multiplicity	1
F_max	1.285	eV Å⁻¹
highest occupied orbital energy	-9.122	eV
SMILES	Cc1noc(C)c1COc1ccc(C(=O)OCC(=O)N[C@]23C[C@H]4C[C@H](C[C@H](C4)C2)C3)cc1
Kohn-Sham gap	9.567	eV

Last columns: bonded neighbours and bond lengths (Å).
Geometry (Å):
1 C -1.4894 -2.6966 -4.3306  C2 1.481, H33 1.089, H34 1.089, H35 1.086
2 C -0.4716 -1.8102 -4.9414  C1 1.481, N3 1.304, C7 1.428
3 N -0.7781 -0.6666 -5.4886  C2 1.304, O4 1.355
4 O 0.3678 -0.1084 -5.9481  N3 1.355, C5 1.343
5 C 1.4033 -0.9181 -5.6743  O4 1.343, C6 1.484, C7 1.370
6 C 2.7577 -0.4827 -6.0959  C5 1.484, H36 1.088, H37 1.090, H38 1.086
7 C 0.9362 -2.0341 -5.0305  C2 1.428, C5 1.370, C8 1.494
8 C 1.6760 -3.2285 -4.5216  C7 1.494, O9 1.417, H39 1.096, H40 1.097
9 O 1.3192 -3.5751 -3.1951  C8 1.417, C10 1.354
10 C 1.6112 -2.7283 -2.1800  O9 1.354, C11 1.400, C32 1.393
11 C 1.1166 -3.1035 -0.9254  C10 1.400, C12 1.375, H41 1.079
12 C 1.3544 -2.3267 0.1838  C11 1.375, C13 1.396, H42 1.079
13 C 2.0965 -1.1500 0.0682  C12 1.396, C14 1.476, C31 1.392
14 C 2.3818 -0.2755 1.2221  C13 1.476, O15 1.206, O16 1.352
15 O 3.0302 0.7402 1.1681  C14 1.206
16 O 1.8246 -0.7403 2.3622  C14 1.352, C17 1.418
17 C 2.0044 0.0359 3.5356  O16 1.418, C18 1.537, H43 1.096, H44 1.093
18 C 0.8002 0.9271 3.8788  C17 1.537, O19 1.212, N20 1.340
19 O 0.8340 1.6438 4.8563  C18 1.212
20 N -0.2263 0.8143 3.0250  C18 1.340, C21 1.461, H45 1.009
21 C -1.4700 1.5793 3.0859  N20 1.461, C22 1.528, C29 1.532, C30 1.532
22 C -2.3516 1.1461 1.9148  C21 1.528, C23 1.529, H46 1.093, H47 1.093
23 C -3.6630 1.9321 1.9476  C22 1.529, C24 1.528, C28 1.528, H48 1.096
24 C -4.3918 1.6550 3.2617  C23 1.528, C25 1.528, H49 1.093, H50 1.092
25 C -3.5092 2.0890 4.4315  C24 1.528, C26 1.528, C30 1.528, H51 1.095
26 C -3.2092 3.5829 4.3212  C25 1.528, C27 1.528, H52 1.092, H53 1.091
27 C -2.4845 3.8583 3.0048  C26 1.528, C28 1.528, C29 1.527, H54 1.095
28 C -3.3652 3.4263 1.8330  C23 1.528, C27 1.528, H55 1.092, H56 1.092
29 C -1.1720 3.0775 2.9739  C21 1.532, C27 1.527, H57 1.093, H58 1.090
30 C -2.1996 1.3029 4.4041  C21 1.532, C25 1.528, H59 1.093, H60 1.090
31 C 2.5908 -0.7805 -1.1796  C13 1.392, C32 1.380, H61 1.079
32 C 2.3540 -1.5551 -2.2967  C10 1.393, C31 1.380, H62 1.077
33 H -1.4233 -3.6941 -4.7616  C1 1.089
34 H -1.3155 -2.7812 -3.2590  C1 1.089
35 H -2.4791 -2.2855 -4.5046  C1 1.086
36 H 2.7441 -0.2054 -7.1480  C6 1.088
37 H 3.0630 0.3943 -5.5254  C6 1.090
38 H 3.4795 -1.2802 -5.9455  C6 1.086
39 H 1.4020 -4.1141 -5.1056  C8 1.096
40 H 2.7596 -3.0777 -4.6063  C8 1.097
41 H 0.5491 -4.0182 -0.8552  C11 1.079
42 H 0.9727 -2.6258 1.1472  C12 1.079
43 H 2.8796 0.6857 3.4243  C17 1.096
44 H 2.1722 -0.6579 4.3629  C17 1.093
45 H -0.1303 0.1605 2.2625  N20 1.009
46 H -2.5591 0.0748 1.9852  C22 1.093
47 H -1.8306 1.3318 0.9716  C22 1.093
48 H -4.2909 1.6177 1.1062  C23 1.096
49 H -4.6228 0.5903 3.3431  C24 1.093
50 H -5.3353 2.2043 3.2836  C24 1.092
51 H -4.0288 1.8886 5.3748  C25 1.095
52 H -4.1399 4.1533 4.3605  C26 1.092
53 H -2.5847 3.8969 5.1594  C26 1.091
54 H -2.2676 4.9288 2.9232  C27 1.095
55 H -4.3000 3.9908 1.8417  C28 1.092
56 H -2.8578 3.6336 0.8881  C28 1.092
57 H -0.6344 3.2734 2.0430  C29 1.093
58 H -0.5325 3.3756 3.8050  C29 1.090
59 H -2.3983 0.2320 4.4940  C30 1.093
60 H -1.5590 1.6014 5.2341  C30 1.090
61 H 3.1660 0.1296 -1.2563  C31 1.079
62 H 2.7492 -1.2406 -3.2483  C32 1.077

Atom charges from the Löwdin analysis, given in e for atoms 1 to 6: atom 1 (C): -0.0060, atom 2 (C): -0.2900, atom 3 (N): 0.1077, atom 4 (O): 0.0149, atom 5 (C): -0.2727, atom 6 (C): 0.0084


Kohn-Sham gap of number 1 (C48H54F48I2NO11P2)?
6.982 eV